No. 1
62
Properties=species:S:1:pos:R:3:forces:R:3:mulliken_charge:R:1 method="wB97M-V/def2-TZVPD" homo_energy_ev=-9.09 spin_multiplicity=1 charge=0 energy_ev=-37039.0258 de_lowest_kcal_mol=144.0
C -3.649 0.080 -1.296 -0.274 1.267 -0.778 -0.71
C -2.944 -1.302 -1.580 1.193 -2.121 -1.348 -0.72
C -1.975 -1.761 -0.429 -0.272 2.343 1.144 -0.81
C -0.559 -1.070 -0.409 0.629 -0.043 1.381 1.50
C 0.564 -1.897 -0.968 1.149 1.119 0.424 -0.06
C 1.820 -1.418 -0.959 -0.890 -0.115 0.621 -0.78
N -2.963 1.179 -0.445 -1.809 -1.171 -3.586 -0.48
H -3.803 0.604 -2.307 0.168 -0.780 1.400 0.30
H -4.700 -0.115 -0.933 1.246 0.274 0.010 0.33
H -2.455 -1.441 -2.654 -0.545 1.005 2.084 0.26
H -3.641 -2.190 -1.660 -0.042 1.383 0.314 0.38
H -2.562 -1.292 0.437 0.947 -1.243 -0.485 0.15
H -1.843 -2.850 -0.279 -0.397 0.637 -0.244 0.71
H -0.153 -0.616 0.612 -1.254 -1.251 -1.767 -0.39
H -0.513 -0.192 -1.018 -0.795 0.326 -0.485 -0.32
H 0.378 -2.889 -1.345 -0.077 -0.133 -0.451 0.78
H 2.631 -1.923 -1.375 1.043 -1.324 -0.813 0.45
H 2.218 -0.573 -0.391 -1.192 0.162 -0.285 -0.69
H -2.758 0.968 0.480 0.325 -0.990 1.774 0.36
H -2.128 1.474 -0.930 -0.031 -0.075 0.334 0.17
H 2.082 0.054 2.972 -1.216 0.246 1.209 0.51
H 1.870 0.772 4.375 0.256 0.383 0.834 0.26
O 1.358 0.422 3.661 0.898 -0.478 -1.952 -0.72
H 0.974 -3.302 1.390 -5.729 -0.289 -0.323 0.33
H 2.025 -3.071 2.176 1.488 0.481 3.050 0.25
O 1.862 -3.311 1.309 4.761 -0.170 -2.000 -0.65
H -0.978 3.162 -1.980 0.626 -0.437 0.777 0.53
H -1.944 4.131 -2.579 0.189 -0.051 -0.503 0.32
O -1.141 3.636 -2.798 -0.835 0.832 -0.175 -0.71
H 1.738 0.043 -2.895 -0.552 2.524 0.768 0.33
H 1.270 1.506 -3.344 -0.139 -0.524 0.014 0.31
O 1.585 1.005 -2.567 0.850 -2.300 -0.418 -0.59
H -0.897 -2.417 1.992 0.607 -1.804 0.377 0.47
H -0.798 -3.644 2.901 -0.128 -0.253 0.739 0.27
O -0.687 -3.416 1.989 -0.600 1.035 -1.217 -0.71
H 3.461 0.035 1.415 0.275 0.406 -0.143 0.48
H 2.715 -1.262 1.500 -1.622 -4.019 -2.707 0.17
O 2.976 -0.568 1.995 1.607 3.430 2.786 -0.62
H 0.087 2.348 -0.069 3.055 1.438 4.805 0.55
H 0.229 1.338 -1.196 -0.632 2.020 0.453 -0.02
O -0.306 2.124 -0.821 -1.685 -3.259 -5.985 -0.61
H 3.399 0.762 -0.530 -3.161 -2.294 -4.892 0.27
H 4.069 2.077 -0.205 -0.736 -2.905 1.273 0.36
O 3.845 1.117 0.135 4.033 5.385 3.264 -0.67
H -0.867 1.229 -4.365 -2.981 -2.909 -0.012 0.30
H -0.440 2.474 -3.831 0.318 0.107 -0.862 0.37
O -0.148 1.763 -4.462 2.434 3.021 0.294 -0.72
H 1.573 1.662 1.807 -0.455 2.502 -1.323 0.37
H 0.742 3.044 1.576 0.078 -0.600 0.642 0.28
O 1.431 2.483 1.200 1.013 -1.736 1.170 -0.72
H 1.063 -5.159 -0.094 -1.088 -0.461 0.992 0.30
H 2.199 -4.274 -0.382 -0.251 -0.671 -0.338 0.33
O 1.703 -5.028 -0.764 1.314 0.834 -0.881 -0.65
H -1.605 4.289 1.688 -0.484 0.361 0.824 0.28
H -0.227 4.488 1.083 1.939 1.868 0.182 0.27
O -1.013 4.020 1.004 -1.572 -1.253 -1.210 -0.48
H -0.196 1.176 2.314 -3.231 2.215 -1.773 0.27
H -1.277 2.062 1.182 1.244 -0.453 0.323 0.19
O -1.141 1.590 2.022 1.735 -2.115 2.196 -0.85
H -1.050 -0.355 2.410 -0.631 0.671 -0.098 0.31
H 0.135 -0.690 3.382 -1.413 -0.642 -0.825 0.37
O -0.640 -1.092 2.855 1.299 0.596 1.422 -0.74

***

No. 2
64
Properties=species:S:1:pos:R:3:forces:R:3:mulliken_charge:R:1 method="wB97M-V/def2-TZVPD" homo_energy_ev=-9.32 spin_multiplicity=1 charge=0 energy_ev=-37077.7694 de_lowest_kcal_mol=0.0
C 2.565 1.118 -0.349 0.101 0.263 -0.618 0.27
C 2.784 2.291 -1.304 -0.196 0.302 0.036 -1.51
C 1.314 0.342 -0.755 0.071 0.031 0.640 -0.86
N 1.177 -0.889 0.045 0.644 0.137 -0.976 0.01
C 0.502 -3.232 0.197 -0.061 0.226 -0.373 -1.64
C 0.345 -1.918 -0.586 -0.336 -0.716 1.364 1.27
C -1.137 -1.557 -0.639 -0.085 -0.013 -0.719 -1.54
H 3.462 0.500 -0.386 -0.108 -0.300 0.015 0.28
H 2.472 1.462 0.683 -0.016 0.122 -0.016 0.29
H 3.658 2.886 -1.038 -0.050 0.005 0.093 0.40
H 2.929 1.964 -2.336 0.033 -0.221 0.064 0.35
H 1.912 2.953 -1.322 0.075 0.042 0.114 0.30
H 1.341 0.082 -1.815 0.168 -0.156 0.014 -0.03
H 0.449 1.005 -0.639 -0.090 0.028 -0.032 0.50
H 0.873 -0.654 0.980 -0.314 -0.197 0.051 0.36
H 1.536 -3.566 0.240 0.057 0.094 -0.022 0.17
H 0.125 -3.123 1.215 -0.054 -0.047 0.025 0.37
H -0.071 -4.013 -0.301 -0.095 -0.062 0.084 0.49
H 0.749 -2.109 -1.575 -0.056 0.283 -0.257 -0.23
H -1.704 -2.337 -1.152 0.072 -0.025 -0.026 0.48
H -1.582 -1.455 0.352 0.196 0.162 0.113 0.38
H -1.291 -0.642 -1.214 -0.097 0.109 0.146 0.20
H -1.591 2.348 2.865 -0.431 -0.519 -0.158 0.40
H -2.805 1.593 2.169 0.469 0.265 -0.072 0.40
O -2.120 1.521 2.871 0.225 0.672 -0.265 -0.73
H -2.196 1.915 -2.460 -0.136 0.020 0.138 0.38
H -3.544 2.609 -2.380 -0.524 0.239 -0.306 0.27
O -2.831 2.322 -1.821 0.528 -0.359 0.127 -0.63
H 0.842 -1.297 -3.950 -0.040 -0.123 -0.081 0.42
H 0.156 -1.083 -5.295 -0.027 -0.023 -0.329 0.27
O 0.031 -0.928 -4.360 -0.102 0.097 0.313 -0.68
H 3.996 -2.780 -0.705 -0.234 0.176 0.041 0.37
H 3.015 -1.584 -0.733 0.212 -0.340 0.019 0.26
O 3.658 -2.074 -1.290 -0.317 0.353 -0.143 -0.77
H -4.900 -1.347 1.967 0.041 0.365 0.217 0.27
H -4.475 -0.333 3.095 -0.008 -0.429 -0.129 0.44
O -5.012 -0.436 2.273 -0.109 -0.129 0.096 -0.74
H -0.357 4.561 2.572 -0.006 0.057 -0.032 0.24
H -1.035 3.910 1.317 -0.030 -0.092 0.153 0.38
O -0.488 3.721 2.123 0.003 0.269 -0.006 -0.64
H -3.083 3.778 0.664 -0.630 -0.299 0.437 0.29
H -2.313 3.550 -0.613 0.006 -0.046 0.029 0.43
O -2.299 4.072 0.212 0.573 0.373 -0.411 -0.74
H 2.723 -3.322 3.549 -0.150 0.004 0.019 0.32
H 1.890 -2.399 2.644 0.026 -0.220 0.054 0.32
O 2.181 -3.318 2.750 0.089 0.281 0.219 -0.70
H -3.897 1.497 0.037 0.058 -0.069 0.205 0.22
H -4.582 1.001 1.374 -0.058 -0.289 -0.261 0.42
O -4.057 1.718 0.966 -0.024 0.464 -0.256 -0.65
H 2.333 -3.138 -3.860 -0.174 0.213 -0.152 0.29
H 2.775 -2.154 -2.792 0.045 0.124 -0.226 0.36
O 2.272 -2.198 -3.646 0.418 -0.422 0.462 -0.68
H 3.434 -3.470 1.500 0.423 -0.002 -0.210 0.40
H 4.814 -2.788 1.327 0.057 0.025 0.056 0.30
O 4.248 -3.463 0.943 -0.164 -0.228 0.206 -0.71
H -0.770 2.011 -4.255 0.039 -0.187 0.023 0.29
H -0.912 0.480 -3.959 0.128 0.227 -0.086 0.40
O -1.354 1.354 -3.862 -0.062 0.007 0.082 -0.70
H -2.980 0.750 3.997 0.167 0.203 0.078 0.50
H -2.448 -0.575 4.354 0.091 -0.371 0.080 0.30
O -3.274 -0.091 4.407 -0.474 -0.203 0.301 -0.74
H 0.559 2.385 2.678 -0.010 -0.138 -0.236 0.32
H 0.995 1.024 2.116 -0.137 0.089 -0.199 0.20
O 0.992 1.549 2.915 0.392 -0.100 0.482 -0.70

***

No. 3
19
Properties=species:S:1:pos:R:3:forces:R:3:mulliken_charge:R:1 method="wB97M-V/def2-TZVPD" homo_energy_ev=0.04 spin_multiplicity=1 charge=-2 energy_ev=-166575.1782
O -0.880 0.342 -3.238 -0.093 -0.257 0.137 -0.47
P -0.742 -1.188 -2.603 -0.325 0.394 0.070 0.46
Br -1.704 -2.375 -4.397 0.078 -0.214 -0.240 -0.42
B 0.965 -1.620 -3.461 0.106 0.001 0.130 0.33
Br 2.354 -2.433 -2.444 -0.092 -0.093 -0.083 -0.16
H -0.604 0.423 -4.161 0.128 -0.062 0.123 0.30
H 1.220 -1.329 -4.588 -0.013 0.108 0.032 -0.10
C 0.742 0.228 3.190 -0.083 0.060 -0.080 -0.78
C 0.479 1.613 3.089 0.070 -0.150 0.072 0.49
C -0.409 2.102 1.895 0.130 0.093 0.191 0.49
O -0.679 3.312 1.836 -0.059 -0.063 -0.123 -0.76
C -0.839 1.133 0.956 0.028 -0.162 0.048 -0.69
C -0.552 -0.237 1.052 0.037 0.238 -0.014 0.43
C 0.275 -0.741 2.280 -0.073 -0.067 -0.168 0.49
O 0.479 -1.966 2.363 0.067 0.051 0.100 -0.79
O -0.920 -1.086 0.201 0.133 0.091 -0.169 -0.76
O 0.906 2.463 3.890 -0.036 0.032 -0.032 -0.77
H 1.343 -0.113 4.029 -0.004 -0.001 0.003 0.35
H -1.433 1.473 0.111 0.000 0.002 0.002 0.36

***

No. 4
14
Properties=species:S:1:pos:R:3:forces:R:3:mulliken_charge:R:1 method="wB97M-V/def2-TZVPD" homo_energy_ev="-8.43 / -8.79" spin_multiplicity=1 charge=0 energy_ev=-23575.8486 de_lowest_kcal_mol=27.2
B -0.212 1.681 0.095 0.582 -1.551 -0.049 0.50
C 0.264 -2.662 -0.090 -4.833 -0.138 0.209 -0.39
C -1.011 -2.100 -0.083 1.678 -0.228 -0.772 0.43
C 1.337 -2.052 0.152 3.776 1.656 -0.026 -0.40
C 1.539 -0.468 0.142 -1.151 -2.930 -0.129 -0.05
C 0.633 0.401 0.024 -1.275 1.327 0.614 -0.40
C -1.800 -1.175 -0.221 -0.533 -0.494 0.396 0.07
O -0.371 2.422 -0.998 -1.357 1.643 -0.615 -0.53
O -0.865 2.008 1.205 -0.206 -0.881 1.731 -0.46
Cl -3.247 -0.400 -0.205 0.073 0.258 -0.102 -0.13
H 2.271 -2.585 0.212 0.414 0.115 0.160 0.33
H 2.550 -0.262 0.159 2.116 0.517 0.181 0.43
H 0.390 2.470 -1.530 1.205 -0.159 -1.377 0.29
H -1.478 2.721 1.137 -0.489 0.864 -0.220 0.30

***

No. 5
17
Properties=species:S:1:pos:R:3:forces:R:3:mulliken_charge:R:1 method="wB97M-V/def2-TZVPD" homo_energy_ev=-19.24 spin_multiplicity=1 charge=+2 energy_ev=-19233.8428
O -2.204 -2.181 1.118 1.589 1.220 -0.675 -0.07
C -1.577 -1.512 0.452 -9.786 -7.744 4.721 -0.20
Ba -0.153 -0.259 -0.504 10.413 0.945 10.825 3.32
O -2.605 -0.408 -3.051 3.290 0.206 3.427 -0.01
C -1.806 -0.359 -2.218 -6.974 -0.445 -7.261 -0.12
C 0.783 0.963 -1.959 4.684 7.426 -10.019 -0.22
O 1.432 1.634 -2.600 -0.631 -1.118 1.586 -0.06
C 0.546 -1.959 -1.560 3.184 -10.458 -7.588 -0.24
O 1.065 -2.870 -1.986 -0.391 1.575 1.215 -0.05
C -1.344 1.409 0.048 -8.327 10.146 2.261 -0.23
O -1.836 2.323 0.505 1.376 -1.657 -0.354 -0.08
C 1.241 0.908 2.054 -0.027 -0.195 0.173 -0.70
O 1.536 -0.229 1.193 0.755 0.027 1.337 -0.67
H 1.266 1.815 1.441 0.109 -0.122 0.079 0.33
H 2.009 0.970 2.830 -0.286 0.167 -0.090 0.30
H 0.239 0.767 2.495 0.376 0.249 0.087 0.36
H 1.410 -1.012 1.742 0.645 -0.220 0.278 0.34

***

No. 6
14
Properties=species:S:1:pos:R:3:forces:R:3:mulliken_charge:R:1 method="wB97M-V/def2-TZVPD" homo_energy_ev=-8.83 spin_multiplicity=1 charge=0 energy_ev=-286454.1989 de_lowest_kcal_mol=0.0
C -0.508 -0.637 1.370 0.265 -0.423 -0.122 -0.28
C -0.977 0.693 1.030 0.062 0.399 -0.212 -0.36
C 0.119 -1.451 0.517 -0.163 -0.121 0.304 -0.32
C -0.420 1.465 0.093 -0.239 0.124 0.287 -0.30
C 0.294 -1.062 -0.886 0.567 3.720 -0.393 -0.23
C 0.698 0.990 -0.736 -0.255 -3.579 -0.606 -0.22
Br 1.742 -1.833 -1.832 -0.073 -0.081 0.193 0.03
Br -1.349 -1.085 -1.907 0.162 -0.294 0.066 0.00
Br 0.727 1.629 -2.533 -0.026 0.104 0.288 0.03
Br 2.418 1.112 0.117 -0.163 0.121 -0.073 0.00
H -0.686 -0.966 2.381 0.032 -0.120 0.166 0.41
H -1.783 1.087 1.630 -0.079 0.161 0.035 0.42
H 0.480 -2.425 0.816 -0.076 -0.087 0.052 0.40
H -0.756 2.482 -0.060 -0.015 0.075 0.016 0.42

***

No. 7
14
Properties=species:S:1:pos:R:3:forces:R:3:mulliken_charge:R:1 method="wB97M-V/def2-TZVPD" homo_energy_ev="-7.34 / -7.34" spin_multiplicity=1 charge=0 energy_ev=-82020.4088 de_lowest_kcal_mol=102.4
C 3.340 3.402 -0.021 0.987 -0.698 0.995 0.56
C 0.443 1.260 -0.554 0.953 -3.274 2.180 -0.28
C 2.180 2.767 -0.304 -1.788 -1.140 -0.582 -0.33
C 1.837 -0.792 0.716 2.197 1.726 0.559 0.22
C 0.347 -0.916 0.666 1.730 0.045 -1.892 -0.34
C -0.177 0.112 -0.283 -1.248 2.071 -0.918 -0.32
N 4.323 3.907 0.304 0.545 0.731 -0.116 -0.40
N 1.675 1.638 -0.100 1.584 -0.699 0.712 -0.23
F 2.401 -0.661 1.956 -1.008 -0.358 -1.368 -0.21
Br 3.153 -1.580 -0.465 -1.359 0.414 0.680 -0.06
H 0.024 1.960 -1.102 -2.306 3.114 -2.735 0.51
H 0.074 -1.890 0.333 -0.275 -0.970 -0.207 0.31
H 0.041 -0.779 1.649 -0.880 0.328 1.840 0.30
H -1.192 0.201 -0.758 0.868 -1.291 0.853 0.27

***

No. 8
19
Properties=species:S:1:pos:R:3:forces:R:3:mulliken_charge:R:1 method="wB97M-V/def2-TZVPD" homo_energy_ev="-21.22 / -25.93" s_squared=12.02 spin_multiplicity=7 charge=+4 energy_ev=-57310.3922
Ir 1.039 2.070 -1.983 1.044 -3.703 0.964 0.99
Pr 0.192 0.188 0.245 -1.600 1.221 0.953 1.07
Cl 2.509 1.341 -0.079 0.630 0.965 -1.230 -0.37
Cl 0.331 -0.246 -2.589 0.504 1.159 -0.441 0.05
C -1.974 -0.987 -0.075 -3.732 -2.070 -0.335 0.23
C 1.618 3.784 -1.518 2.460 8.512 1.329 0.49
C 0.095 2.673 -3.472 -4.262 3.946 -7.436 0.52
O -2.984 -1.484 -0.144 1.754 0.896 0.090 0.02
O 1.949 4.878 -1.272 -1.764 -6.050 -1.166 -0.12
O -0.482 3.113 -4.394 3.185 -2.653 5.220 -0.13
N 2.470 -2.980 2.432 0.188 2.000 1.113 0.07
C 2.696 -1.871 3.258 0.639 -3.862 -0.615 -0.32
C 2.015 -0.824 2.681 -2.213 0.348 -3.187 0.11
N 1.387 -1.310 1.521 1.382 -0.057 2.062 -0.16
C 1.684 -2.617 1.390 0.643 0.798 1.502 -0.07
H 2.828 -3.902 2.586 0.463 -0.959 0.296 0.25
H 3.281 -1.884 4.154 0.403 -0.261 0.497 0.42
H 1.931 0.209 2.993 0.139 -0.035 0.232 0.49
H 1.341 -3.262 0.587 0.139 -0.197 0.153 0.43